{"formula": "C35H32IrN5O2P2S2Te", "method": "ωB97M-V with the def2-TZVPD basis set", "total_energy_ha": -3628.48841, "homo_energy_ev": [-6.17, -7.91], "de_lowest_kcal_mol": 0.0, "fmax_ev_per_a": 0.6, "orbital_gap_ha": [0.227, 0.246], "multiplicity": 5, "elements": ["Ir", "Te", "C", "C", "C", "N", "C", "C", "C", "P", "C", "C", "C", "C", "C", "C", "C", "C", "C", "C", "C", "C", "P", "C", "C", "C", "C", "C", "C", "C", "C", "C", "C", "C", "C", "H", "H", "H", "H", "H", "H", "H", "H", "H", "H", "H", "H", "H", "H", "H", "H", "H", "H", "H", "H", "H", "H", "H", "H", "O", "N", "O", "S", "C", "N", "C", "N", "C", "C", "N", "C", "S", "H", "H", "H", "H", "H", "H", "H", "H"], "positions_angstrom": [[-0.57160, -0.77158, 1.77879], [2.14815, 2.77937, 0.81426], [3.38558, 2.50457, -0.88482], [4.56357, 1.77576, -0.81941], [5.26270, 1.53299, -1.99568], [4.87220, 1.96716, -3.19081], [3.75570, 2.69117, -3.23863], [2.98434, 2.98828, -2.12436], [0.85736, 1.25430, 0.21121], [1.25354, -0.50625, 0.24423], [3.00767, -0.78910, 0.61936], [3.90564, -1.27064, -0.33248], [5.23470, -1.48337, 0.00448], [5.68028, -1.21229, 1.28993], [4.78781, -0.74926, 2.24800], [3.45645, -0.55121, 1.91899], [1.07737, -1.14083, -1.44912], [0.56977, -2.42225, -1.64400], [0.47135, -2.94383, -2.92712], [0.87597, -2.18789, -4.01784], [1.38218, -0.90829, -3.82763], [1.48163, -0.38568, -2.54801], [-0.93554, 1.27782, 0.45188], [-1.54535, 1.02292, -1.24631], [-1.02477, 1.76556, -2.30293], [-1.45033, 1.53492, -3.60166], [-2.38651, 0.54283, -3.85668], [-2.89787, -0.21206, -2.81010], [-2.48583, 0.03216, -1.50821], [-1.32708, 2.97444, 0.94350], [-1.05827, 3.31699, 2.26790], [-1.29946, 4.60497, 2.71879], [-1.82665, 5.55411, 1.85450], [-2.12403, 5.20774, 0.54483], [-1.88223, 3.91941, 0.08875], [4.92640, 1.37949, 0.11967], [6.17776, 0.95086, -1.97113], [3.45884, 3.05315, -4.21742], [2.08611, 3.58379, -2.22678], [3.57240, -1.48516, -1.33885], [5.92227, -1.86029, -0.74204], [6.71891, -1.37277, 1.54947], [5.12420, -0.55321, 3.25770], [2.76117, -0.21418, 2.67707], [0.25854, -3.01083, -0.78810], [0.07977, -3.94267, -3.07294], [0.79758, -2.59456, -5.01809], [1.70006, -0.31517, -4.67596], [1.87276, 0.61496, -2.40278], [-0.26300, 2.51209, -2.10947], [-1.03921, 2.11866, -4.41579], [-2.71356, 0.35485, -4.87135], [-3.62517, -0.98937, -3.00962], [-2.88739, -0.53991, -0.68056], [-0.67230, 2.56980, 2.95265], [-1.08698, 4.86224, 3.74833], [-2.01729, 6.56010, 2.20540], [-2.55500, 5.94040, -0.12539], [-2.13993, 3.65526, -0.92775], [-3.44759, 1.04165, 1.12503], [-3.69033, 0.17712, 1.95085], [-2.91618, -0.84211, 1.94755], [0.27465, 0.09540, 3.74116], [-0.46964, -0.84838, 4.93449], [-0.97283, -1.48460, 5.75725], [-2.96108, -3.58438, 4.12059], [-3.29521, -3.57251, 2.71338], [-4.67901, -3.45836, 2.26559], [-4.55064, -3.28320, 0.74027], [-3.10989, -3.37976, 0.54457], [-2.44913, -3.42965, 1.70954], [-0.74888, -3.28091, 1.82710], [-3.58610, -2.85652, 4.63782], [-1.92347, -3.29561, 4.25168], [-3.12427, -4.57511, 4.54778], [-5.13563, -2.58879, 2.74082], [-5.24565, -4.35008, 2.53781], [-4.92205, -2.30933, 0.41867], [-5.07415, -4.06420, 0.19007], [-2.62829, -3.10116, -0.29190]], "forces_ev_per_a": [[-0.4671, -0.1593, -0.3043], [-0.1501, 0.0023, -0.2336], [0.1211, -0.0899, 0.0532], [-0.0073, 0.0747, 0.0139], [-0.0096, 0.0573, -0.0390], [0.0199, -0.0040, 0.0309], [-0.0040, 0.0309, 0.0141], [-0.0186, 0.0314, -0.0053], [0.1451, 0.0637, 0.1695], [-0.0050, 0.0400, -0.0219], [0.0181, -0.0202, -0.0132], [-0.0229, -0.1143, 0.0500], [-0.0224, -0.0407, 0.0187], [0.0124, -0.0046, -0.0156], [-0.0020, 0.0129, 0.0090], [-0.0011, 0.0707, -0.0151], [0.0063, 0.0257, -0.0355], [0.0272, -0.0233, 0.0218], [0.0054, 0.0068, 0.0070], [0.0035, 0.0068, -0.0045], [-0.0122, -0.0078, 0.0107], [-0.0286, 0.0019, -0.0148], [0.3408, -0.1422, -0.0646], [-0.1326, 0.0918, 0.0354], [0.0376, -0.0203, -0.0256], [0.0149, 0.0023, 0.0031], [-0.0054, -0.0044, 0.0065], [0.0037, -0.0002, -0.0037], [0.0328, -0.0305, -0.0019], [-0.0819, -0.0270, 0.0798], [0.0591, 0.0262, -0.0131], [0.0052, 0.0038, 0.0006], [0.0108, 0.0083, 0.0090], [-0.0126, -0.0211, -0.0107], [-0.0114, 0.0301, 0.0044], [0.0012, -0.0126, 0.0033], [-0.0059, -0.0032, -0.0038], [0.0044, -0.0076, -0.0041], [-0.0139, -0.0088, -0.0092], [0.0020, 0.0255, -0.0099], [-0.0006, 0.0021, -0.0025], [-0.0013, -0.0074, 0.0022], [0.0040, 0.0004, -0.0007], [0.0027, 0.0056, -0.0019], [-0.0138, 0.0085, -0.0059], [0.0024, 0.0001, -0.0025], [-0.0009, -0.0022, 0.0012], [-0.0003, -0.0050, -0.0017], [-0.0007, -0.0209, 0.0194], [-0.0029, 0.0348, 0.0203], [-0.0061, -0.0022, -0.0010], [0.0018, -0.0047, -0.0001], [-0.0007, 0.0030, -0.0020], [-0.0048, 0.0040, 0.0033], [-0.0092, 0.0006, -0.0056], [0.0002, 0.0012, -0.0012], [-0.0061, -0.0018, 0.0006], [0.0024, 0.0005, -0.0001], [0.0089, -0.0074, -0.0037], [0.0020, 0.0004, 0.0733], [-0.0960, -0.0249, -0.0345], [0.0777, -0.0125, 0.0164], [0.1568, 0.1102, 0.2851], [-0.0210, 0.0066, -0.0781], [0.0188, 0.0038, 0.0244], [-0.0279, 0.0524, -0.0094], [0.0216, -0.1482, -0.0131], [-0.0326, 0.0197, 0.0030], [-0.0231, 0.0535, -0.0132], [0.0075, -0.1974, -0.0137], [-0.0246, 0.1127, 0.0764], [0.0705, 0.0781, -0.0432], [0.0249, 0.0172, 0.0067], [0.0097, -0.0288, -0.0006], [-0.0253, 0.0038, -0.0003], [0.0028, 0.0050, -0.0068], [0.0135, -0.0083, 0.0069], [0.0192, 0.0079, 0.0110], [0.0024, 0.0021, -0.0056], [-0.0084, 0.0668, 0.0058]]}